Density functional theory data (wB97M-V/def2-TZVPD) for 2 unconnected molecules or ions with the total composition C3H5NO3 at a distorted geometry.

Last column: Löwdin charge in e.
Geometry (Å):
C -1.4295 -0.3406 0.6484  0.0755
C -0.1097 -0.6158 0.3756  -0.1567
C 0.9492 0.2686 0.2983  -0.2956
N 2.3593 -0.2339 -0.0414  -0.3620
O 2.5296 -1.4224 0.1647  0.0565
O 3.1550 0.7082 -0.0048  0.0249
O 0.9004 1.5697 0.4805  0.0883
H -2.2927 -1.0392 0.6832  0.0786
H -1.4646 0.7438 0.9241  0.0773
H 0.1786 -1.5680 0.0123  0.0871
H 1.2082 -0.5182 -2.1251  0.1611
H 1.9285 1.8114 0.4333  0.1651

Output
**HOMO-LUMO gap (alpha / beta)**: 7.198 / 9.193 eV
**Net charge**: 0

Density functional theory data (wB97M-V/def2-TZVPD) for a single C3H5NO3 molecule at a distorted geometry.

Last column: Löwdin charge in e.
Geometry (Å):
C -0.7056 0.7031 -0.8298  -0.1772
C -0.1530 -0.3635 -0.3497  -0.1974
C -0.3473 -1.7728 -1.1308  -0.4608
N 0.6706 -0.4038 0.8925  0.0619
O -0.6595 -1.9098 -2.2610  0.1287
O 0.0805 -2.8236 -0.3811  0.0780
O -0.5794 1.8823 -0.1426  -0.0281
H -1.2567 0.7932 -1.8555  0.1703
H 0.7729 0.5941 1.2381  0.1034
H 1.5788 -0.7930 0.7088  0.0644
H 0.6954 -2.5497 0.3529  0.1116
H -0.9013 2.6470 -0.7314  0.1451

Output
**HOMO-LUMO gap**: 9.310 eV
**Net charge**: 0

Density functional theory data (wB97M-V/def2-TZVPD) for a molecular structure, C3H5NO3 at a distorted geometry.

Last column: Löwdin charge in e.
Geometry (Å):
N -0.7790 -0.5077 1.1077  -0.0508
C 0.7891 0.5529 -0.6395  -0.5358
C -1.4744 -0.5061 -0.0611  -0.0493
C -0.6612 0.6028 -0.4427  -0.0783
O -0.0298 -1.6211 1.6035  -0.0143
O 1.2597 1.6613 -1.2467  0.0942
O 1.5405 -0.3578 -0.3247  0.0423
H 0.6912 -1.7124 0.9440  0.0870
H 2.2190 1.5681 -1.3547  0.1264
H -0.6675 0.2355 1.7898  0.1625
H -1.7484 -1.4203 -0.5651  0.1195
H -1.1393 1.5048 -0.8106  0.0966

Output
**HOMO-LUMO gap**: 8.693 eV
**Net charge**: 0

Density functional theory data (wB97M-V/def2-TZVPD) for a molecular structure, C3H5NO3 at a distorted geometry.

Last column: Löwdin charge in e.
Geometry (Å):
C 0.3776 -0.0332 0.3536  -0.0329
C 1.4600 -0.4366 -0.3564  -0.3947
C -1.9009 -0.5030 0.0949  0.0041
N 1.1567 1.0069 0.9137  -0.0618
O 2.2658 0.5347 0.2644  -0.0248
O 2.0439 -1.3152 -1.1717  0.1242
O -2.5237 0.6841 -0.1570  -0.0130
H -1.6165 -1.1870 -0.7438  0.1045
H -1.8481 -0.8157 1.0798  0.0405
H 0.7590 1.9032 0.6916  0.1105
H 2.7797 -0.9268 -1.5293  0.0651
H -2.9535 1.0887 0.5602  0.0782

Output
**HOMO-LUMO gap**: 7.825 eV
**Net charge**: 0